Molecular formula: C53H67N9O2RbSb
Method: DFT, ωB97M-V/def2-TZVPD

Calculated values
Largest force on an atom, hartree/bohr: 0.0132
Molar mass, Da: 1069.41
Net charge: -2
HOMO level, Eh: -0.0880
Multiplicity: 1
Energy relative to the best compared isomer or geometry (same formula, charge and spin), eV: 1.0381
Electronic energy, Ha: -2967.35333
HOMO-LUMO gap, hartree: 0.2208

Element x y z (Å)
Rb (0.152, -0.168, -1.086)
C (0.334, 4.462, 0.654)
N (0.046, 3.388, -0.279)
C (-1.398, 3.213, -0.443)
C (-2.126, 2.805, 0.850)
C (-2.900, 1.491, 0.732)
N (-1.934, 0.403, 0.612)
C (-1.372, -0.049, 1.656)
C (-1.667, 0.171, 3.086)
C (-2.930, -0.069, 3.616)
C (-3.185, 0.029, 4.977)
C (-2.122, 0.373, 5.820)
C (-0.860, 0.615, 5.325)
C (-0.567, 0.549, 3.924)
O (0.582, 0.802, 3.440)
C (0.651, 3.657, -1.583)
C (2.161, 3.874, -1.545)
C (2.969, 2.656, -1.102)
N (3.118, 1.726, -2.212)
C (2.890, 0.496, -1.975)
C (3.044, -0.585, -2.949)
C (3.726, -0.367, -4.148)
C (3.982, -1.389, -5.040)
C (3.548, -2.682, -4.710)
C (2.857, -2.928, -3.549)
C (2.523, -1.884, -2.627)
O (1.788, -2.109, -1.603)
H (1.381, 4.451, 0.955)
H (-0.264, 4.346, 1.556)
H (0.105, 5.454, 0.217)
H (-1.552, 2.463, -1.223)
H (-1.840, 4.152, -0.832)
H (-2.817, 3.593, 1.164)
H (-1.401, 2.671, 1.656)
H (-3.511, 1.496, -0.175)
H (-3.566, 1.389, 1.591)
H (-0.526, -0.727, 1.476)
H (-3.731, -0.368, 2.945)
H (-4.172, -0.174, 5.373)
H (-2.294, 0.442, 6.891)
H (-0.041, 0.875, 5.988)
H (0.185, 4.563, -2.022)
H (0.407, 2.828, -2.253)
H (2.403, 4.732, -0.912)
H (2.480, 4.127, -2.559)
H (2.504, 2.188, -0.222)
H (3.968, 2.988, -0.798)
H (2.605, 0.168, -0.972)
H (4.062, 0.644, -4.350)
H (4.509, -1.201, -5.967)
H (3.762, -3.507, -5.384)
H (2.519, -3.930, -3.303)
C (3.091, -0.824, 3.039)
C (4.099, -0.104, 2.211)
N (4.187, -0.183, 0.912)
C (5.293, 0.549, 0.548)
C (5.883, 1.089, 1.647)
N (5.106, 0.682, 2.718)
C (5.316, 1.036, 4.094)
N (5.228, 2.463, 4.309)
N (6.324, 3.174, 4.640)
N (6.009, 4.408, 4.780)
C (4.656, 4.537, 4.535)
C (3.823, 5.662, 4.560)
C (2.494, 5.460, 4.278)
C (1.987, 4.174, 3.971)
C (2.790, 3.062, 3.928)
C (4.140, 3.281, 4.230)
H (2.313, -1.190, 2.374)
H (2.583, -0.191, 3.769)
H (3.546, -1.677, 3.550)
H (5.567, 0.664, -0.489)
H (6.732, 1.738, 1.783)
H (6.305, 0.742, 4.438)
H (4.558, 0.533, 4.691)
H (4.220, 6.642, 4.791)
H (1.812, 6.301, 4.287)
H (0.934, 4.049, 3.754)
H (2.363, 2.099, 3.681)
C (-4.651, -2.891, 0.552)
C (-3.620, -3.959, 0.925)
C (-3.281, -3.791, 2.409)
C (-4.237, -5.336, 0.701)
Sb (-1.770, -3.392, -0.148)
C (-0.324, -4.933, 0.536)
C (0.322, -4.281, 1.764)
C (0.766, -5.149, -0.510)
C (-0.912, -6.286, 0.921)
C (-2.213, -3.807, -2.272)
C (-0.898, -3.881, -3.052)
C (-3.043, -5.057, -2.547)
C (-2.971, -2.563, -2.752)
H (-5.546, -3.007, 1.179)
H (-4.967, -2.975, -0.489)
H (-4.264, -1.880, 0.706)
H (-4.194, -3.910, 3.010)
H (-2.870, -2.802, 2.629)
H (-2.563, -4.537, 2.756)
H (-5.065, -5.471, 1.412)
H (-3.534, -6.152, 0.861)
H (-4.652, -5.440, -0.301)
H (0.864, -3.375, 1.483)
H (1.048, -4.976, 2.209)
H (-0.401, -4.012, 2.537)
H (1.170, -4.216, -0.914)
H (0.408, -5.764, -1.337)
H (1.595, -5.695, -0.037)
H (-1.581, -6.224, 1.782)
H (-0.093, -6.967, 1.194)
H (-1.457, -6.746, 0.093)
H (-0.436, -4.865, -2.974)
H (-0.156, -3.144, -2.734)
H (-1.108, -3.699, -4.114)
H (-2.630, -5.947, -2.065)
H (-3.067, -5.246, -3.629)
H (-4.076, -4.935, -2.217)
H (-2.370, -1.653, -2.687)
H (-3.895, -2.392, -2.195)
H (-3.239, -2.691, -3.808)
N (-5.214, 6.647, -7.693)
C (-4.653, 5.837, -7.096)
C (-3.955, 4.825, -6.353)
C (-2.958, 5.179, -5.440)
C (-2.292, 4.207, -4.724)
C (-2.598, 2.839, -4.880)
C (-3.596, 2.506, -5.816)
C (-4.263, 3.475, -6.535)
C (-1.933, 1.848, -4.117)
C (-1.374, 1.007, -3.403)
H (-2.714, 6.225, -5.300)
H (-1.518, 4.479, -4.020)
H (-3.835, 1.460, -5.959)
H (-5.030, 3.198, -7.246)